Here is a molecular structure, C58H125F24N11O32S8 in a non-equilibrium geometry from OMol25. Energies are from the ωB97M-V functional and the def2-TZVPD basis.

```
258
Properties=species:S:1:pos:R:3:forces:R:3:lowdin_charge:R:1
C 9.0637 14.9082 24.4936 -0.7 0.2 -0.2 -0.0514
C 9.6374 13.9441 23.4778 1.9 -0.7 -0.6 -0.1331
N 10.9469 14.3642 22.6956 0.7 0.1 1.6 -0.2030
C 12.0752 14.5122 23.7564 -0.3 0.1 -0.8 0.0157
C 11.3704 13.2283 21.7096 -2.0 0.9 0.5 -0.1483
C 11.6297 11.8209 22.2127 0.9 0.3 0.4 -0.0539
C 10.8121 15.7054 21.9758 -0.3 -0.8 -1.2 -0.0553
C 9.9371 15.7005 20.6775 1.4 0.3 0.2 -0.1478
O 10.5891 14.8883 19.7010 -0.6 -0.8 -1.7 -0.2468
C 9.9617 14.7954 18.3614 0.4 0.1 1.0 -0.0275
H 8.4615 15.6067 23.9126 0.2 0.6 0.4 0.0852
H 9.6877 15.3908 25.2458 0.6 0.1 -0.7 0.0875
H 8.3443 14.4195 25.1507 -0.1 -0.6 -0.4 0.0869
H 8.9007 13.7002 22.7124 0.0 0.1 0.0 0.1233
H 10.0035 13.0007 23.8828 -0.4 0.1 0.4 0.1065
H 13.0210 14.8666 23.3466 -0.3 0.1 -0.7 0.0835
H 12.3264 13.5174 24.1246 -0.5 0.3 0.5 0.0871
H 11.7875 15.2963 24.4568 -0.1 -0.5 0.3 0.0908
H 12.1490 13.6817 21.0962 0.0 -0.3 0.1 0.1287
H 10.4370 13.1342 21.1546 0.4 0.2 -0.6 0.1117
H 11.7481 11.2424 21.2965 -0.1 -0.2 0.0 0.0558
H 10.8161 11.3693 22.7804 0.0 0.2 -0.1 0.0810
H 12.5661 11.7086 22.7593 0.0 0.1 0.1 0.0781
H 11.8240 15.9826 21.6802 0.0 0.0 -0.1 0.1115
H 10.4777 16.4907 22.6537 -0.1 -0.3 0.2 0.1364
H 10.0400 16.7388 20.3621 -0.5 0.3 0.0 0.1361
H 8.8893 15.4266 20.8008 -0.1 0.0 0.2 0.1247
H 10.2327 15.6603 17.7559 -0.4 0.3 0.2 0.0757
H 8.8998 14.5543 18.4083 -0.3 0.8 0.3 0.0879
H 10.3105 13.9582 17.7568 0.9 -0.3 0.6 0.0565
C 17.6603 12.1604 15.6272 -1.3 1.0 -0.6 -0.0244
C 16.5336 13.1280 15.1097 0.6 -0.2 1.7 -0.1704
N 16.9954 14.2550 14.2317 1.6 2.0 -1.1 -0.2154
C 17.8818 15.2859 15.0465 -0.5 -1.3 0.8 0.0485
C 17.8049 13.7899 12.9694 -1.5 -0.9 0.3 -0.1012
C 16.9370 12.7464 12.1439 1.2 0.8 0.7 -0.0266
C 15.7664 15.0356 13.7934 0.4 1.1 -0.4 -0.0842
C 16.0596 16.3416 13.0284 -1.5 0.4 -0.8 -0.2126
O 15.5631 17.4325 13.7720 0.5 1.5 0.8 -0.2141
C 15.7243 18.7266 13.1000 0.3 -0.3 -0.5 -0.0334
H 18.0867 11.7160 14.7278 0.6 -0.3 0.5 0.0697
H 17.2205 11.4041 16.2773 -0.3 -0.2 -0.4 0.0592
H 18.3435 12.6443 16.3251 0.4 0.3 -0.6 0.0804
H 16.0902 13.6496 15.9579 -0.1 0.1 0.1 0.1234
H 15.6797 12.6079 14.6756 0.3 0.1 -0.6 0.1088
H 17.3315 15.4243 15.9771 0.0 0.3 0.0 0.0929
H 18.1202 16.2502 14.5977 -0.8 -0.3 -0.7 0.0950
H 18.8427 14.8720 15.3521 -0.1 -0.6 -0.3 0.0937
H 18.7399 13.3927 13.3645 -0.2 -0.4 0.0 0.1124
H 18.1258 14.6428 12.3714 -0.6 0.2 0.2 0.1165
H 16.7967 11.8526 12.7518 0.0 0.0 -0.2 0.0678
H 17.4811 12.4822 11.2372 0.1 -0.1 0.1 0.0835
H 15.9638 13.1159 11.8206 0.1 0.2 0.2 0.0805
H 15.2102 15.3955 14.6590 0.0 -0.7 0.3 0.1252
H 15.1116 14.4106 13.1863 0.2 -0.2 0.5 0.1083
H 15.3806 16.3061 12.1765 0.3 -0.2 -0.7 0.1310
H 17.0573 16.5395 12.6365 0.3 -0.2 0.2 0.1137
H 15.0977 18.8096 12.2119 0.0 -0.4 -0.2 0.0971
H 16.7644 18.9031 12.8260 0.2 -0.4 -0.2 0.0821
H 15.4881 19.6446 13.6381 -0.5 -0.6 1.0 0.0741
C 12.5594 19.5781 19.1514 1.5 0.4 0.2 -0.0110
C 13.4842 19.3080 17.8959 -1.1 -0.6 1.2 -0.1002
N 14.7618 18.4546 18.0433 0.5 -1.3 -1.4 -0.1798
C 15.5381 18.6565 16.6988 -0.4 0.7 1.9 0.0353
C 15.6240 18.7989 19.2815 -2.4 -0.3 -0.1 -0.1179
C 15.7681 20.2990 19.4747 1.0 0.4 -0.6 -0.0538
C 14.5042 16.9173 17.9837 0.0 -0.2 1.2 -0.0744
C 13.4953 16.3090 18.9404 -0.6 0.2 -0.1 -0.1886
O 13.6077 16.5712 20.3066 -1.5 2.4 -1.1 -0.1979
C 14.6500 16.1089 21.0612 0.4 -1.7 1.2 -0.1280
H 12.3794 18.7161 19.7938 -0.1 -0.1 -0.3 0.0635
H 11.6264 20.0771 18.8896 0.0 -0.5 -0.6 0.0699
H 12.9894 20.3204 19.8238 0.3 -0.1 0.0 0.0689
H 13.8190 20.2329 17.4264 -0.2 -0.1 0.1 0.1057
H 12.8659 18.7017 17.2338 0.3 0.3 -0.5 0.0968
H 14.8029 18.5413 15.9023 0.3 0.0 0.0 0.0857
H 16.3687 17.9513 16.6700 -0.3 -0.1 0.0 0.0901
H 15.9504 19.6619 16.7841 -0.1 0.0 -0.5 0.0823
H 16.5080 18.1639 19.2219 0.3 0.4 -0.2 0.1085
H 14.9905 18.3518 20.0475 0.2 0.2 0.4 0.1028
H 16.0452 20.7619 18.5275 0.4 -0.1 0.0 0.0461
H 16.5714 20.5147 20.1791 0.2 -0.2 0.0 0.0743
H 14.9514 20.9384 19.8096 -0.5 -0.9 0.1 0.0849
H 15.4254 16.3735 18.1926 0.6 0.7 -0.2 0.1068
H 14.1416 16.6060 17.0040 0.1 0.5 -0.2 0.1004
H 13.4784 15.2315 18.7762 0.4 -0.4 -0.3 0.1242
H 12.5065 16.6279 18.6109 -0.2 0.2 0.4 0.1178
H 14.4963 16.4929 22.0697 0.0 0.0 0.0 0.0813
H 15.6864 16.3003 20.7833 -0.1 0.2 -0.6 0.0740
H 14.4880 15.0311 21.0757 0.8 -0.5 0.4 0.0841
C 20.3988 15.8526 22.3793 -0.5 0.5 -0.7 -0.0508
C 19.3181 16.9354 22.3516 -0.3 -1.1 1.7 -0.1591
N 19.4448 17.9659 23.4941 2.2 2.4 -1.4 -0.1780
C 20.8615 18.6945 23.3678 -1.2 -1.0 0.8 0.0261
C 18.4532 19.1386 23.0993 -0.4 -1.1 0.4 -0.1209
C 16.9922 18.7202 22.9412 -1.4 0.7 0.5 -0.0458
C 19.3105 17.2170 24.8709 0.1 0.0 -1.2 -0.0331
C 19.2022 18.0373 26.1433 -0.9 0.2 -1.4 -0.1948
O 17.9430 18.6629 26.0398 0.2 -0.4 0.9 -0.1779
C 17.5853 19.2420 27.2797 -0.3 1.3 0.4 -0.0846
H 20.1614 15.1448 21.5851 -0.2 0.0 0.0 0.0674
H 20.4664 15.2728 23.2998 0.2 0.3 -0.1 0.0788
H 21.3086 16.3456 22.0368 0.5 -0.4 0.5 0.0713
H 18.3374 16.5320 22.6038 -0.1 -0.3 -0.6 0.0949
H 19.3260 17.3569 21.3464 -0.2 0.7 0.4 0.1160
H 20.9528 19.4856 24.1120 -0.4 -0.1 0.0 0.0938
H 20.9603 19.1423 22.3790 -0.2 -0.3 0.0 0.0880
H 21.6583 17.9782 23.5684 -0.2 -0.1 -0.2 0.0902
H 18.8165 19.5635 22.1635 0.2 -0.5 -0.2 0.1071
H 18.6139 19.9611 23.7963 -0.3 -0.5 0.5 0.1240
H 16.5502 18.3813 22.0042 1.1 -0.1 -0.6 0.0633
H 16.3911 19.6106 23.1254 0.1 0.4 0.1 0.0918
H 16.4859 18.0534 23.6391 0.9 -0.3 0.6 0.0773
H 20.1827 16.5638 24.8969 0.0 0.1 0.0 0.1213
H 18.4224 16.6097 24.6959 -0.1 -0.1 0.4 0.1273
H 20.0234 18.7478 26.2377 0.2 0.3 0.0 0.1239
H 19.2186 17.3994 27.0270 0.2 -0.4 -0.1 0.1305
H 18.0944 20.2033 27.3483 -0.2 0.4 0.1 0.0907
H 17.8820 18.7353 28.1981 0.2 -0.9 -0.3 0.0893
H 16.5077 19.3827 27.3635 0.1 0.0 -0.5 0.0890
C 9.0672 20.3341 14.5317 0.8 0.1 -0.1 0.0279
N 9.6756 18.9180 14.6818 -2.2 -0.2 0.9 -0.3120
C 9.6116 18.5145 16.1437 0.8 0.2 -1.1 0.0268
C 8.7327 17.9935 13.8944 1.0 1.0 -0.4 0.0218
C 11.0797 18.9111 14.1430 -0.1 -1.8 -0.2 -0.0740
C 11.7624 17.5017 14.1691 0.2 0.0 -0.3 -0.1762
O 12.2307 17.0769 15.4575 -1.0 1.2 -0.5 -0.0891
H 9.6529 21.0566 15.1001 0.2 -0.3 0.1 0.0938
H 8.0524 20.4332 14.9171 0.0 -0.6 0.0 0.1127
H 9.1489 20.6006 13.4779 -0.2 -0.1 0.1 0.0686
H 8.6604 18.8230 16.5774 0.2 0.1 0.0 0.1146
H 10.4712 19.0499 16.5470 -0.4 -0.2 0.7 0.0904
H 9.7641 17.4352 16.1364 0.0 0.1 0.4 0.0814
H 9.0640 16.9564 13.8418 0.1 0.2 0.5 0.0902
H 8.7775 18.3845 12.8780 -0.4 -0.1 0.0 0.0876
H 7.7342 18.0959 14.3194 0.2 0.0 0.0 0.1125
H 11.7068 19.6150 14.6901 -0.4 0.2 -0.2 0.1159
H 10.8405 19.2089 13.1221 1.1 0.1 0.1 0.0880
H 12.6245 17.4047 13.5091 0.3 1.2 -0.3 0.1137
H 11.1561 16.7450 13.6712 -0.8 -0.2 0.5 0.1066
H 12.6825 16.2464 15.2908 0.3 -0.8 0.5 0.0239
C 12.4100 11.6781 18.0933 0.0 -0.6 0.5 0.0338
N 13.2707 10.3794 17.8573 -0.2 1.0 0.2 -0.2729
C 12.3872 9.1219 17.9530 1.0 1.2 -1.1 0.0221
C 13.8607 10.5384 16.4423 1.0 -0.4 0.6 0.0114
C 14.4199 10.1483 18.9208 -2.0 0.2 -0.5 -0.0601
C 15.4633 11.2180 18.9640 0.3 2.1 0.5 -0.2074
O 14.9646 12.3626 19.6700 -1.5 -1.5 0.0 -0.0695
H 12.9752 12.5654 17.8078 -0.1 -0.3 -0.3 0.0911
H 12.0833 11.8506 19.1187 0.7 -0.6 0.4 0.0828
H 11.4519 11.5800 17.5829 0.5 -0.1 -0.6 0.0918
H 12.9871 8.2869 17.5911 -0.1 0.0 0.0 0.1020
H 11.6054 9.3413 17.2258 -0.4 -0.5 0.5 0.1043
H 12.1040 8.9293 18.9878 -0.3 0.4 -0.2 0.1100
H 13.1954 10.3293 15.6045 -0.5 0.1 0.5 0.1123
H 14.7289 9.8887 16.3322 -0.2 -0.6 0.3 0.1032
H 14.3316 11.5124 16.3092 -0.7 0.3 0.3 0.0760
H 14.6584 9.1075 18.7018 0.9 0.3 0.1 0.1294
H 13.8852 10.1522 19.8706 0.0 0.1 0.1 0.1318
H 15.7000 11.6076 17.9739 0.5 -0.6 -0.3 0.0954
H 16.3482 10.9126 19.5224 0.2 -0.6 -0.4 0.1321
H 15.5076 13.1420 19.5316 0.9 0.6 0.0 0.0359
C 20.3122 18.0960 16.1364 -0.4 1.2 0.5 0.0213
N 20.8983 18.6906 17.4585 0.3 -2.4 0.0 -0.2822
C 20.2587 17.9366 18.6393 -0.1 1.4 -1.0 0.0042
C 22.3837 18.3090 17.4773 -0.4 1.9 0.1 -0.0051
C 20.7669 20.2566 17.6494 0.8 -0.8 0.3 -0.0524
C 19.4060 20.8055 17.9792 -1.1 1.4 -1.9 -0.2303
O 18.4732 20.3750 17.0164 0.2 -3.3 1.2 -0.1067
H 20.5642 17.0789 15.8363 1.0 -0.1 0.9 0.0928
H 20.6472 18.7707 15.3486 -0.5 0.0 0.0 0.0962
H 19.2310 18.0264 16.2560 0.0 0.8 -0.1 0.0836
H 19.1868 18.0937 18.5190 0.0 -0.2 0.5 0.0822
H 20.6881 18.4409 19.5050 -0.3 -0.3 0.3 0.0910
H 20.4747 16.8685 18.6130 0.1 0.2 -0.2 0.1046
H 22.8432 19.0042 16.7747 0.2 -0.6 -0.5 0.1034
H 22.5811 17.2507 17.3067 -0.4 0.3 -0.2 0.1089
H 22.8192 18.6386 18.4206 -0.3 -0.3 0.3 0.0979
H 21.2627 20.7281 16.8009 -0.4 -0.2 -0.3 0.1358
H 21.4050 20.4588 18.5096 0.2 -0.2 0.1 0.1266
H 19.3186 21.8729 17.7766 1.4 0.7 0.4 0.1271
H 19.1653 20.7826 19.0421 -0.5 -1.0 0.1 0.1168
H 18.0037 21.0910 16.5824 -0.3 1.4 0.0 -0.0120
O 9.5948 21.0823 17.9432 4.0 -2.9 -2.3 0.0710
C 8.5316 21.7008 18.2746 -6.9 3.3 -1.4 -0.9998
O 8.5208 22.0809 19.4424 0.5 0.6 3.1 -0.0043
O 7.6144 21.8949 17.4769 -0.8 -0.5 -2.0 -0.0349
H 9.7434 21.2499 18.8767 3.2 -0.8 2.3 0.0564
O 18.9725 14.2973 19.5785 5.0 -0.3 0.1 0.1172
C 17.9111 14.9686 19.3161 -3.0 3.6 -3.0 -0.9071
O 17.7886 16.0312 18.6644 2.1 0.8 -0.3 -0.0399
O 16.9407 14.3523 19.6910 -4.8 -2.4 1.5 -0.0136
H 18.4161 13.6542 20.0240 0.7 -1.8 1.0 0.0797
O 11.6000 13.0740 15.6265 -3.4 -2.0 1.1 0.1070
C 12.6648 13.6498 15.2126 4.5 3.0 -0.3 -0.9136
O 13.1542 14.5608 15.9162 -0.1 0.7 0.9 -0.0384
O 13.2041 13.2359 14.1808 0.3 -1.4 -1.6 -0.0236
H 11.5909 12.3492 14.9971 -0.9 -0.5 -0.3 0.1157
C 19.2001 21.5827 13.8039 -2.0 1.7 0.6 -0.6575
F 20.3336 22.1343 14.2203 0.1 -0.8 0.5 0.1425
F 19.2308 21.5526 12.4891 0.0 -0.6 -0.2 0.1602
F 18.9797 20.3613 14.3165 0.8 -0.1 -0.3 0.0988
S 17.7150 22.7494 14.2527 -0.8 1.8 -1.0 0.7191
O 18.2600 24.0156 13.7570 -0.2 -1.8 1.3 -0.2937
O 16.5037 22.3138 13.5793 1.7 -0.7 1.1 -0.2800
N 17.5409 22.6333 15.9921 0.7 -1.4 -3.7 -0.3226
S 17.1598 24.0648 16.4530 -0.4 4.9 2.6 0.5806
O 18.3357 24.8607 16.8674 -1.5 -1.6 -0.2 -0.3318
O 16.1664 24.7944 15.6799 0.9 -1.4 0.6 -0.2795
C 16.2193 23.7024 18.1526 -1.0 0.5 -2.7 -0.6848
F 15.7079 24.8410 18.5868 0.7 0.3 0.3 0.1642
F 15.1927 22.8719 18.0134 -1.0 -0.5 -1.0 0.1127
F 16.9512 23.1033 19.0285 2.3 -0.2 1.9 0.1531
C 10.8252 20.3217 10.7720 0.4 1.1 -0.1 -0.6356
F 11.9162 19.6198 11.0888 0.0 -0.2 0.5 0.1104
F 10.8627 20.4857 9.4640 -0.2 0.2 -0.5 0.1406
F 9.7255 19.5757 11.0395 0.4 0.4 0.4 0.0958
S 10.8449 22.1105 11.5892 -0.7 1.4 -0.6 0.7129
O 11.7765 22.9318 10.7691 -1.9 -2.5 1.8 -0.3039
O 9.4394 22.5064 11.5390 1.5 -1.1 0.3 -0.3080
N 11.3173 21.7918 13.1953 -3.6 -1.8 -4.2 -0.3113
S 12.5874 22.5882 13.3598 3.5 3.0 2.7 0.5279
O 13.7250 22.1037 12.6054 -0.4 0.3 0.6 -0.3105
O 12.2790 24.0037 13.4703 1.0 -1.0 -0.3 -0.2797
C 12.9794 22.0863 15.1964 -0.4 1.9 -2.2 -0.6499
F 13.6754 23.0969 15.6843 -0.2 0.1 0.6 0.1379
F 11.9032 21.8347 15.9583 0.7 -0.3 -0.1 0.1317
F 13.8036 21.0522 15.1435 0.2 -1.6 0.6 0.0987
C 15.8153 15.1342 27.7245 -1.1 -0.1 0.6 -0.6297
F 14.7992 15.7865 28.3752 0.6 -0.3 -1.6 0.1109
F 16.9119 15.8205 27.9352 0.8 1.0 -0.8 0.1451
F 15.9765 14.0199 28.3920 -0.1 -1.5 -0.2 0.1492
S 15.3736 14.8397 25.8134 -0.4 -0.8 0.9 0.7282
O 14.0812 14.1483 25.8649 1.9 1.1 0.1 -0.3086
O 15.4620 16.1829 25.2824 0.1 -1.2 0.5 -0.3122
N 16.6000 13.7317 25.1889 -1.1 1.6 4.0 -0.2973
S 16.3166 13.7215 23.7038 -0.4 0.8 -3.7 0.5309
O 15.0495 13.1040 23.3460 0.7 0.2 -0.6 -0.3272
O 16.5869 15.0646 23.1415 0.2 -2.2 -0.6 -0.3445
C 17.6465 12.4541 22.9566 -0.1 1.2 1.6 -0.6178
F 17.5944 11.2465 23.5147 -0.6 0.0 -0.3 0.1377
F 17.5132 12.3698 21.6394 -0.3 -0.3 0.1 0.1272
F 18.8825 12.9120 23.2178 0.1 0.3 -0.2 0.1029
C 13.1124 18.3812 26.2511 -0.3 0.0 -0.2 -0.6210
F 12.7309 17.0997 26.4158 -0.2 0.7 0.4 0.1064
F 12.4947 19.2050 27.1385 0.9 -1.2 -0.8 0.1251
F 14.4459 18.4116 26.4141 -0.7 0.4 0.3 0.0997
S 12.7560 18.9091 24.4884 -0.8 1.9 0.4 0.6736
O 13.6662 20.0573 24.3096 -1.3 -2.2 0.2 -0.3119
O 12.9211 17.7427 23.6553 0.2 0.0 0.3 -0.3150
N 11.0786 19.3171 24.6233 3.9 -2.4 0.9 -0.2894
S 10.8878 20.2927 23.4498 -3.8 3.2 -3.3 0.5174
O 11.4429 21.5962 23.6535 0.4 0.3 0.1 -0.3014
O 10.9796 19.7808 22.0704 0.2 -0.3 1.7 -0.3355
C 8.9582 20.6577 23.6874 2.5 1.0 -1.6 -0.6747
F 8.2782 19.5560 23.6701 -1.2 -1.8 0.4 0.1422
F 8.7519 21.3164 24.8194 -0.2 0.1 0.2 0.1349
F 8.5357 21.3950 22.6401 0.5 -0.2 0.9 0.1269
```
Positions in Å, forces in eV/Å.

Results
**Energy**: -295962.96209 eV
**Kohn-Sham gap**: 4.05 eV